# 1
Below is a cluster of 4 separate species, C17H25Cl2NO16S3 in total at a distorted geometry, with properties calculated with wB97M-V/def2-TZVPD.

```
! wB97M-V def2-TZVPD RIJCOSX def2/J DEFGRID3
* xyz 0 1
C 3.24592 -1.77363 0.33936
C 2.85338 -0.46476 -0.51837
C 1.26199 -0.15640 -0.34635
C 0.93935 1.42327 -0.30879
N 0.12454 1.82167 0.91062
C -1.13708 1.06679 0.78693
C -1.48719 -0.02693 1.63087
Cl -0.39755 -0.56372 3.00474
C -2.88192 -0.76631 1.32181
O -3.49221 -1.32125 2.25320
C -3.48754 -0.74415 -0.16870
C -4.45384 -1.89048 -0.71915
O -3.89441 -3.22651 -0.62938
O -4.29210 -3.75864 0.56608
C -3.14483 0.36945 -0.96881
Cl -3.73459 0.66189 -2.66146
C -2.19410 1.46668 -0.34056
O -2.30708 2.66412 -0.71343
H 3.93699 -2.46285 -0.24575
H 3.78690 -1.49515 1.30093
H 2.33240 -2.38949 0.66510
H 3.09890 -0.67921 -1.61446
H 3.39635 0.43222 -0.07966
H 0.95766 -0.69962 0.61025
H 0.72926 -0.68537 -1.20418
H 1.92774 1.99896 -0.36893
H 0.36261 1.66663 -1.26372
H -0.07085 2.82647 0.75906
H -4.83812 -1.67305 -1.77964
H -5.38119 -1.88468 -0.04076
H -5.06672 -4.35285 0.43314
O -4.17894 8.90698 0.31811
S -2.97682 8.16000 0.10075
O -1.78290 8.74815 -0.42376
O -3.34598 6.85446 -0.78725
C -2.97896 5.67110 -0.07497
C -3.08231 6.03981 1.39624
O -2.60372 7.38288 1.47548
H -1.95172 5.41461 -0.34634
H -3.63974 4.84640 -0.34086
H -2.49053 5.38203 2.03239
H -4.12295 6.03141 1.73340
O 3.88932 -1.92552 3.28326
S 4.03097 -3.34968 3.25496
O 4.68384 -4.04758 2.19176
O 2.56640 -4.00766 3.48395
C 2.59210 -4.84451 4.64078
C 3.66003 -4.24859 5.54396
O 4.69504 -3.81943 4.65911
H 2.86231 -5.85559 4.32391
H 1.61205 -4.86439 5.11803
H 4.04464 -4.96941 6.26499
H 3.28291 -3.36957 6.07474
O 2.88307 -2.25260 -2.99030
S 2.62114 -2.29947 -4.39765
O 3.18970 -3.28809 -5.26007
O 2.92659 -0.83176 -5.01699
C 1.74980 -0.32207 -5.64536
C 0.58830 -0.95656 -4.89676
O 1.01342 -2.29037 -4.61672
H 1.76121 -0.63296 -6.69365
H 1.73023 0.76665 -5.59076
H -0.33115 -0.96072 -5.48163
H 0.40995 -0.45099 -3.94278
*
```

Calculated values
lowest unoccupied orbital energy: -1.87 eV
structure (SMILES): CCCCNC1=C(Cl)C(=O)C(COO)=C(Cl)C1=O.O=S1(=O)OCCO1.O=S1(=O)OCCO1.O=S1(=O)OCCO1
total energy: -4035.98287 Eh
energy above the lowest of the compared OMol25 structures with the same formula, charge and spin: 0.0 kcal/mol

# 2
Below is a structure of composition C17H25ClHfN2S at a distorted geometry, with properties calculated with wB97M-V/def2-TZVPD.

```
! wB97M-V def2-TZVPD RIJCOSX def2/J DEFGRID3
* xyz 2 1
C -0.04845 0.34815 -5.52159
C 1.32738 0.85034 -5.44910
C -0.29390 -1.07175 -5.79630
C -1.17264 1.28908 -5.48350
Cl -0.12423 0.02035 -1.83562
H -0.32063 -1.30072 -6.87647
H -1.25933 -1.39471 -5.38026
H 0.49410 -1.70168 -5.35862
H 1.73371 1.12889 -6.43770
H 2.00462 0.09176 -5.03020
H 1.38855 1.74760 -4.81651
H -1.43373 1.68445 -6.48125
H -0.94129 2.15682 -4.84906
H -2.07841 0.80839 -5.08603
C 1.23852 -1.40711 2.18538
C 0.55339 -2.45922 1.49053
C 1.01611 -2.48510 0.13431
H -0.06889 -3.21902 1.96292
C 2.00535 -1.45609 -0.00967
C 2.14054 -0.78548 1.25003
H 2.88727 -0.02954 1.48882
H 1.22705 -1.24138 3.26413
H 0.78053 -3.25539 -0.60280
H 2.63165 -1.28778 -0.88490
C -2.19119 0.42588 1.76146
C -1.85842 -0.91017 2.17498
C -2.11275 -1.78699 1.05969
H -1.63061 -1.21513 3.19878
C -2.56401 -0.99744 -0.04183
C -2.59872 0.37391 0.38365
H -2.96703 1.21786 -0.19588
H -2.29618 1.28460 2.42220
H -2.12427 -2.87734 1.08812
H -2.95610 -1.38756 -0.98250
Hf -0.18550 -0.31357 0.51598
S 0.48675 1.92697 1.37291
C 0.66929 1.73199 3.08888
N 1.80414 1.38948 3.72064
C 1.63605 1.29425 5.15855
C 0.18315 1.69815 5.36203
N -0.28127 1.94640 4.00885
H 2.67389 1.17995 3.23951
H 2.33371 1.96115 5.67268
H 1.82212 0.27375 5.51576
H 0.08401 2.59934 5.97386
H -0.39292 0.89819 5.84182
H -1.22143 2.25548 3.78331
*
```

Calculated values
lowest unoccupied orbital energy: -7.82 eV
total energy: -1678.23127 Eh
energy above the lowest of the compared OMol25 structures with the same formula, charge and spin: 0.0 kcal/mol